No. 1
The following is a DFT calculation (ωB97M-V with the def2-TZVPD basis set) of C34H48BrN8O2Pt as an isolated structure.

Geometry (Å):
Pt1 0.86870 0.32681 -0.33144
C1 1.13411 -4.16271 2.26667
N1 0.81283 -3.04701 1.40028
C2 1.98227 -2.53187 0.70712
C3 -0.42136 -2.44798 1.43070
N2 -0.62992 -1.25045 1.00182
C4 -1.94196 -0.73807 0.87177
C5 -3.04032 -1.51321 0.49227
C6 -4.33365 -1.01399 0.46587
C7 -4.55882 0.30418 0.83206
C8 -3.47406 1.11651 1.11565
C9 -2.15745 0.64750 1.05774
N3 -1.07732 1.49730 1.24963
C10 -1.04579 2.69182 0.76565
N4 -1.71155 3.16619 -0.35020
C11 -2.19100 2.30050 -1.40641
C12 -2.19734 4.52395 -0.41531
N5 -0.17317 3.60692 1.32340
C13 0.77128 4.27726 0.43958
C14 0.42914 3.23405 2.59112
N6 -1.40433 -3.28530 1.98201
C15 -2.28949 -2.84470 3.02536
C16 -1.64661 -4.59101 1.43138
H1 2.07181 -3.94466 2.78468
H2 1.27594 -5.08742 1.69632
H3 0.36031 -4.32273 3.01091
H4 2.31218 -3.23806 -0.06054
H5 2.79678 -2.38836 1.41849
H6 1.78138 -1.56456 0.23914
H7 -2.87307 -2.54201 0.20807
H8 -5.15370 -1.65743 0.17247
H9 -5.56337 0.70725 0.86687
H10 -3.62729 2.16184 1.35927
H11 -1.61892 1.37762 -1.42139
H12 -2.02997 2.80914 -2.36116
H13 -3.25742 2.06931 -1.30618
H14 -1.86572 5.08282 0.45563
H15 -3.29457 4.53381 -0.44547
H16 -1.83463 5.02760 -1.31798
H17 0.34473 4.40212 -0.55109
H18 1.68653 3.68151 0.34442
H19 1.02572 5.25992 0.84469
H20 -0.32218 2.79639 3.24120
H21 0.83058 4.13937 3.05310
H22 1.22940 2.50226 2.44463
H23 -2.05590 -1.82048 3.30179
H24 -2.17817 -3.47927 3.91528
H25 -3.33850 -2.87712 2.70902
H26 -1.03251 -4.74224 0.54463
H27 -2.70015 -4.68467 1.13614
H28 -1.42904 -5.40149 2.14091
Br1 -1.18960 0.42565 5.03663
C17 0.67407 0.03855 4.79527
C18 1.40550 -0.33160 5.91338
C19 2.75662 -0.56250 5.71542
C20 3.29238 -0.41097 4.44785
C21 2.45693 -0.02831 3.40348
N7 1.15022 0.18341 3.58775
C22 3.07597 0.18637 2.01233
O1 4.20767 -0.27863 1.87095
O2 2.41217 0.86777 1.17982
H29 0.93647 -0.42078 6.88176
H30 3.38394 -0.85148 6.55018
H31 4.33546 -0.58342 4.23039
C23 1.37694 3.19436 -2.94658
C24 2.42157 2.18606 -3.43314
C25 3.38633 1.80844 -2.30657
C26 1.80459 0.97922 -4.11208
C27 2.13178 0.72879 -5.43719
C28 1.60998 -0.35381 -6.13171
C29 0.72817 -1.20042 -5.47374
C30 0.35689 -0.99220 -4.15295
C31 -0.61999 -1.97215 -3.53139
C32 -1.93445 -1.32761 -3.09411
C33 0.00949 -2.76114 -2.38016
C34 0.90729 0.11031 -3.43709
N8 0.58589 0.35205 -2.14640
H32 1.86762 4.11852 -2.62760
H33 0.81910 2.78449 -2.10415
H34 0.67023 3.43929 -3.74297
H35 3.01291 2.68348 -4.20995
H36 2.86031 1.34887 -1.46565
H37 3.89959 2.70176 -1.94106
H38 4.14130 1.10525 -2.66349
H39 2.81747 1.40502 -5.93708
H40 1.87623 -0.52750 -7.16667
H41 0.30268 -2.04726 -6.00271
H42 -0.86139 -2.68107 -4.33083
H43 -1.77108 -0.61872 -2.28444
H44 -2.62756 -2.09491 -2.74196
H45 -2.40751 -0.79965 -3.92531
H46 0.30926 -2.08210 -1.58145
H47 0.89175 -3.30962 -2.71703
H48 -0.70765 -3.47893 -1.97038

The relative energy (zero: lowest compared OMol25 entry of this formula, charge and spin) is 1.059 eV. The calculation puts the HOMO energy (spin up / spin down) at -3.576 / -3.906 eV. For the orbital gap (spin up / spin down), the calculation gives 6.03 / 6.35 eV. As for the total charge: -1. Its spin multiplicity is 3.

Löwdin atomic charge list, values in e, 4 entries: 0.918, -0.065, -0.119, -0.061



No. 2
The following is a DFT calculation (ωB97M-V with the def2-TZVPD basis set) of a 11-piece molecular cluster, C34H48Cl14N4 overall in a non-equilibrium geometry.

Geometry (Å):
Cl1 -2.26517 -4.27869 -0.54919
C1 -3.85921 -5.06198 -0.78017
C2 -4.63710 -5.26794 0.47648
Cl2 -5.59979 -3.87618 0.78264
H1 -3.67382 -5.96418 -1.36306
H2 -4.50160 -4.40466 -1.36614
H3 -4.03758 -5.63780 1.30827
H4 -5.32994 -6.07655 0.24363
Cl3 -1.71056 -3.52970 -4.57018
C3 -0.34647 -4.25184 -3.77192
C4 0.82692 -3.35467 -3.67615
Cl4 1.45868 -3.18457 -5.33965
H5 -0.16311 -5.13203 -4.38816
H6 -0.57934 -4.61061 -2.76935
H7 1.58594 -3.85834 -3.07755
H8 0.75133 -2.34777 -3.26562
Cl5 -2.80283 6.48145 -1.03988
C5 -3.81995 5.00361 -0.95836
C6 -2.98291 3.72640 -0.59966
Cl6 -2.44254 3.76510 1.10862
H9 -4.26475 5.00665 -1.95347
H10 -4.62233 5.23587 -0.25812
H11 -2.14715 3.46895 -1.25029
H12 -3.71287 2.91804 -0.64227
Cl7 0.32704 -5.34148 3.60108
C7 -0.85281 -4.83293 2.31342
C8 -2.09611 -4.19649 2.94866
Cl8 -1.58834 -2.90246 4.03738
H13 -1.06771 -5.62949 1.60109
H14 -0.43928 -4.02876 1.70482
H15 -2.72432 -4.86959 3.53209
H16 -2.68551 -3.69864 2.17869
Cl9 2.46579 3.42568 -3.35326
C9 3.24916 4.79052 -2.50811
C10 2.83651 4.87511 -1.07410
Cl10 1.12492 5.40370 -0.89542
H17 2.75730 5.64171 -2.97891
H18 4.32675 4.82362 -2.66874
H19 3.38932 5.63980 -0.52843
H20 3.04530 3.96682 -0.50883
Cl11 -3.97086 -0.69565 3.25369
C11 -2.80728 0.59996 3.61831
C12 -2.68924 0.88347 5.06565
Cl12 -3.78572 2.26090 5.54033
H21 -3.25376 1.46824 3.13371
H22 -1.89487 0.27013 3.12150
H23 -1.65765 1.03043 5.38551
H24 -2.98261 -0.02913 5.58449
Cl13 3.59876 -0.38502 -4.99929
C13 5.34273 0.20368 -4.89751
C14 5.48983 1.38514 -3.80954
Cl14 5.06103 0.72281 -2.24109
H25 5.60754 0.56110 -5.89262
H26 5.98771 -0.60714 -4.55890
H27 4.94589 2.31433 -3.97934
H28 6.55640 1.60977 -3.81832
N1 1.13529 -1.47301 -0.96337
C15 -0.04958 -1.32851 -0.27651
C16 -0.67596 -0.11757 -0.08906
C17 -0.03985 1.03811 -0.47446
C18 1.16543 0.99461 -1.09907
C19 1.73523 -0.27766 -1.34360
H29 -0.41638 -2.22866 0.19422
H30 -1.62968 -0.23206 0.40461
H31 -0.44105 1.99026 -0.16005
H32 1.73775 1.87074 -1.36595
H33 2.71088 -0.48925 -1.75559
N2 1.47759 2.08205 5.56578
C20 1.06518 1.74823 4.29338
C21 0.19908 2.58807 3.58003
C22 -0.19759 3.82743 4.13041
C23 0.27765 4.15271 5.45308
C24 1.11794 3.25387 6.09496
H34 1.47606 0.92168 3.73268
H35 -0.08551 2.31766 2.57391
H36 -0.83457 4.38961 3.46363
H37 -0.00088 4.97288 6.09817
H38 1.46873 3.42336 7.10225
N3 5.06296 -1.32895 2.51226
C25 4.66159 -1.41491 3.79763
C26 3.47020 -1.83359 4.33240
C27 2.61096 -2.38697 3.35084
C28 2.92156 -2.29878 1.96844
C29 4.22028 -1.84299 1.56444
H39 5.17950 -0.84130 4.55204
H40 3.13412 -1.66811 5.34535
H41 1.66408 -2.77983 3.69067
H42 2.19859 -2.71642 1.28339
H43 4.50172 -1.90808 0.52379
N4 -1.56781 0.78589 -5.88362
C30 -2.57744 1.61923 -5.49592
C31 -3.15781 1.55639 -4.20659
C32 -2.53131 0.69355 -3.25878
C33 -1.46696 -0.09377 -3.64632
C34 -1.06924 -0.09590 -4.97132
H44 -2.96005 2.21425 -6.31199
H45 -4.02146 2.14193 -3.92795
H46 -2.91632 0.67933 -2.24984
H47 -1.02158 -0.70216 -2.87308
H48 -0.27117 -0.63192 -5.46343

The calculation puts the HOMO energy (spin up / spin down) at -11.061 / -11.061 eV. For the orbital gap (spin up / spin down), the calculation gives 6.69 / 2.45 eV. As for the total charge: +1. Its spin multiplicity is 2.

Löwdin atomic charge list, values in e, 4 entries: 0.631, -0.620, -0.713, 0.642



No. 3
The following is a DFT calculation (ωB97M-V with the def2-TZVPD basis set) of a 3-piece molecular cluster, C34H48Cl2N3O14P2S3 overall in a non-equilibrium geometry.

Geometry (Å):
C1 -2.38473 4.68794 -2.59122
C2 -0.90817 4.24721 -3.10086
Cl1 -0.90432 4.52941 -4.93240
C3 -0.69803 2.67411 -2.72249
Cl2 -0.86008 2.44913 -0.87173
P1 0.93414 1.92267 -3.41968
C4 0.14121 0.15328 -3.28703
C5 1.22064 -0.98806 -2.91732
C6 0.78940 -1.64399 -1.50056
C7 -0.34204 -2.75542 -1.86016
C8 -0.90663 -3.35293 -0.47086
C9 -1.94223 -2.28321 0.16314
C10 -1.28160 -1.71551 1.51590
S1 -1.35356 -3.07627 2.81024
C11 -0.39587 -2.56784 4.30528
N1 0.13542 -3.30046 5.43268
N2 0.77974 -2.36795 6.21129
C12 0.67984 -1.07528 5.60519
O1 -0.09191 -1.18442 4.40208
O2 1.48780 1.59834 -1.80346
C13 2.57035 2.46481 -1.43575
C14 3.65664 1.74965 -0.49992
C15 5.14060 2.34009 -0.60499
C16 6.08563 1.82890 0.62658
S2 5.55243 0.19757 1.32501
C17 6.44819 -1.18447 0.49548
S3 8.06070 -0.93771 0.03675
N3 5.87271 -2.49869 0.22364
C18 6.47760 -3.16108 -0.96766
C19 5.55559 -4.39095 -1.50719
O3 4.70572 -4.94669 -0.48295
C20 3.73045 -3.91860 -0.18721
C21 4.40303 -2.44646 -0.03954
C22 3.03626 3.38945 -2.67092
P2 4.34186 2.76482 -3.90159
O4 3.81509 3.21240 -5.47324
O5 4.49830 1.03227 -3.77001
O6 1.82485 3.43157 -3.52217
H1 -2.34126 5.61731 -1.90735
H2 -3.03153 4.92957 -3.51716
H3 -2.94387 3.84060 -2.05436
H4 -0.16814 4.91013 -2.54835
H5 -1.57547 2.13518 -3.24668
H6 0.30325 2.00991 -4.71106
H7 1.97907 1.20631 -4.12762
H8 -0.26359 -0.12247 -4.33321
H9 -0.74480 0.11939 -2.56441
H10 2.29449 -0.61254 -2.84511
H11 1.21360 -1.77499 -3.76511
H12 0.39608 -0.84370 -0.78225
H13 1.68974 -2.12845 -0.96249
H14 -1.19523 -2.28256 -2.47375
H15 0.17288 -3.57906 -2.47614
H16 -0.02129 -3.43462 0.24064
H17 -1.39609 -4.35838 -0.71041
H18 -2.93525 -2.76075 0.45878
H19 -2.11362 -1.38763 -0.54405
H20 -0.21831 -1.33274 1.33444
H21 -1.88698 -0.83411 1.93865
H22 1.11834 -0.08936 5.96852
H23 2.09167 3.25148 -0.72768
H24 3.58068 0.62219 -0.69141
H25 3.30857 1.91040 0.59132
H26 5.17380 3.48773 -0.71378
H27 5.61290 1.85813 -1.54112
H28 7.12937 1.69753 0.16260
H29 6.16579 2.58763 1.47050
H30 6.63005 -2.47451 -1.86858
H31 7.46950 -3.65147 -0.65431
H32 6.18609 -5.19564 -2.03831
H33 4.86515 -3.96108 -2.33103
H34 3.12792 -4.22610 0.73073
H35 2.98818 -3.88799 -1.07468
H36 4.25886 -1.87181 -1.02806
H37 3.80953 -1.91009 0.77294
H38 3.17694 4.51635 -2.47169
H39 3.90212 2.37887 -6.00115
H40 5.44765 0.89076 -3.56018
C23 -5.73967 7.01439 -2.12519
C24 -6.61042 8.01909 -2.24154
C25 -7.98105 7.93116 -1.66150
O7 -8.74373 8.87674 -1.77108
C26 -8.36022 6.69063 -0.97786
C27 -7.49061 5.68426 -0.86435
C28 -6.11113 5.78306 -1.42049
O8 -5.33910 4.85236 -1.28216
O9 -7.82795 4.52642 -0.23549
O10 -6.28216 9.16781 -2.89474
H41 -4.74126 7.06618 -2.53959
H42 -9.36320 6.63270 -0.57697
H43 -7.03096 3.96245 -0.28568
H44 -7.07632 9.73354 -2.83910
C29 -2.93863 -7.22397 6.85782
C30 -4.04790 -7.43499 7.56871
C31 -5.08409 -6.37439 7.72697
O11 -6.09449 -6.61080 8.36896
C32 -4.83746 -5.07270 7.09998
C33 -3.72560 -4.85865 6.39145
C34 -2.70304 -5.92964 6.20879
O12 -1.71304 -5.70524 5.53890
O13 -3.47959 -3.65363 5.81014
O14 -4.28087 -8.63039 8.17897
H45 -2.18107 -7.98612 6.73287
H46 -5.58784 -4.30615 7.23878
H47 -2.61592 -3.75142 5.35924
H48 -5.14444 -8.52977 8.62419

The calculation puts the HOMO energy at -4.921 eV. For the orbital gap, the calculation gives 4.71 eV. As for the total charge: -1.

Löwdin atomic charge list, values in e, 4 entries: -0.204, -0.702, 0.521, -0.681



No. 4
The following is a DFT calculation (ωB97M-V with the def2-TZVPD basis set) of a 2-piece molecular cluster, C34H48N3O7S2 overall in a non-equilibrium geometry.

Geometry (Å):
C1 -2.09202 1.14166 6.59766
C2 -3.69702 1.11049 6.74876
O1 -4.41799 1.01581 5.49703
C3 -4.87968 2.30320 5.02534
C4 -3.82264 3.12555 4.12978
C5 -2.80949 2.22390 3.26046
C6 -3.23845 2.07529 1.69655
C7 -2.63294 3.27777 0.79133
C8 -1.71890 2.80101 -0.43484
C9 -0.32646 2.16589 -0.05781
C10 0.10646 1.97356 1.47840
C11 -0.18496 0.55860 2.12244
C12 0.15359 0.18409 3.60562
C13 0.81079 1.28694 4.49698
C14 1.12439 2.67830 3.86212
C15 0.79851 3.06048 2.35497
C16 0.69180 1.69668 -1.17889
C17 2.12066 1.09264 -0.93650
O2 2.61296 0.71891 0.17579
O3 2.96420 0.88922 -2.12125
C18 2.75690 -0.51715 -2.48761
O4 4.00177 -1.24969 -2.40121
C19 4.24236 -1.74124 -1.05205
C20 4.97879 -3.17358 -1.00443
O5 4.58145 -3.96002 0.18136
C21 4.57973 -5.34619 -0.22717
C22 4.38044 -6.33129 1.05208
C23 0.23096 1.88685 -2.68462
C24 -1.19001 2.49365 -2.96021
C25 -1.58111 2.60895 -4.53352
C26 -2.52237 1.37139 -5.00051
C27 -2.30621 0.03848 -4.11503
S1 -2.81864 -1.52561 -5.04135
C28 -2.81003 -2.81287 -3.67889
S2 -1.99598 -2.53534 -2.21904
N1 -3.55361 -4.06169 -3.97355
C29 -3.08269 -5.40590 -4.23597
C30 -4.40093 -6.19866 -4.50243
N2 -5.48607 -5.21303 -4.34674
C31 -5.00250 -3.89492 -4.00080
N3 -2.10788 2.92446 -1.87176
C32 -3.45510 3.49057 -2.13578
H1 -1.70757 1.80966 5.75151
H2 -1.62069 0.09725 6.44490
H3 -1.64913 1.57346 7.57817
H4 -4.01623 1.97539 7.42933
H5 -3.94276 0.13678 7.33622
H6 -5.86607 2.18099 4.43369
H7 -5.15304 2.99239 5.92361
H8 -3.20712 3.79476 4.82833
H9 -4.34109 3.84702 3.37834
H10 -1.77245 2.74622 3.32553
H11 -2.64591 1.16073 3.64931
H12 -2.90842 1.04257 1.27847
H13 -4.40100 2.05561 1.63729
H14 -3.48462 3.99027 0.51509
H15 -1.93387 3.88062 1.49850
H16 -0.70289 -0.23407 1.45875
H17 -0.08822 -0.84599 4.05598
H18 1.06276 1.01428 5.58475
H19 1.63983 3.45697 4.53234
H20 1.05429 4.09113 1.93760
H21 1.91358 -0.95293 -1.83433
H22 2.38398 -0.58767 -3.58201
H23 3.28376 -1.83342 -0.41155
H24 4.94355 -0.98792 -0.52998
H25 4.70590 -3.76490 -1.94813
H26 6.11837 -3.01191 -0.93027
H27 5.53681 -5.67654 -0.77323
H28 3.69611 -5.56475 -0.94168
H29 4.95310 -5.89703 1.94267
H30 3.25112 -6.36853 1.29521
H31 4.76674 -7.38436 0.76590
H32 0.94863 1.57512 -3.51915
H33 -2.13122 3.60804 -4.74468
H34 -0.60782 2.65522 -5.14765
H35 -3.61994 1.69761 -4.87498
H36 -2.30475 1.12107 -6.09875
H37 -1.21034 -0.13733 -3.79991
H38 -3.02382 0.10716 -3.21294
H39 -1.98381 -5.70488 -4.23397
H40 -4.47845 -7.30306 -4.77588
H41 -5.59116 -2.94295 -3.79533
H42 -4.28432 2.83305 -1.67484
H43 -3.55514 4.53218 -1.62649
H44 -3.70164 3.65634 -3.23970
O6 8.71000 1.54951 -1.88189
C33 8.11254 0.38469 -1.97826
C34 8.55561 -0.54909 -0.71389
O7 7.96897 -1.71912 -0.81427
H45 8.32717 -0.21870 -2.87726
H46 7.00902 0.38234 -1.96833
H47 8.33037 0.04939 0.18541
H48 9.65925 -0.53986 -0.71226

The calculation puts the HOMO energy at -2.304 eV. For the orbital gap, the calculation gives 1.67 eV. As for the total charge: -1.

Löwdin atomic charge list, values in e, 4 entries: -0.098, -0.255, -0.195, -0.222



What is the total charge in the second record?
+1